Entry 1:
89
Properties=species:S:1:pos:R:3:forces:R:3 method="wB97M-V/def2-TZVPD" de_lowest_kj_mol=0.0 multiplicity=2 lumo_energy_ha="-0.17457 / -0.31522" s_squared=0.757 charge=+1
C 2.53958 1.43203 4.29171 0.955 -1.075 -0.430
Cl 3.02970 -0.31573 4.26500 -0.283 0.780 -0.073
Cl 3.72214 2.34344 5.20760 -0.141 0.125 -0.053
Cl 0.93292 1.56990 4.95832 -0.541 0.186 0.211
H 2.52874 1.77081 3.25575 0.000 -0.101 0.239
C 7.62208 -1.91359 4.34298 -0.084 -1.572 0.128
O 7.10280 -0.70906 3.89387 -0.616 1.304 -0.149
C 7.22279 -0.44065 2.60490 -0.466 1.656 -1.319
O 7.85454 -1.04437 1.77442 -0.514 0.164 0.480
O 6.49781 0.71796 2.39729 0.447 -0.162 -0.241
C 6.19477 1.19508 1.04410 -0.504 -1.197 0.369
H 8.70230 -1.86823 4.48144 -0.090 -0.078 0.048
H 7.34236 -2.69453 3.63589 0.438 -0.143 -0.119
H 7.08176 -2.16601 5.25536 0.362 0.275 0.195
H 5.39994 0.54412 0.67998 0.269 -0.333 -0.380
H 7.04170 1.19399 0.35794 0.035 -0.048 0.323
H 5.68156 2.15669 1.04986 0.680 0.156 0.703
C -3.89477 0.77906 -0.80560 -0.893 -0.121 0.654
O -4.23993 1.88459 -1.65032 0.436 -0.774 -1.321
C -4.72167 1.56790 -2.90799 -1.455 -0.502 -0.234
O -4.97763 0.47172 -3.39333 1.131 1.846 1.391
O -5.02541 2.74880 -3.45863 0.836 0.190 0.028
C -5.67282 2.81765 -4.73366 -0.418 -0.978 -0.571
H -4.82746 0.29680 -0.51299 0.106 -0.478 -0.243
H -3.52227 1.15894 0.14573 0.247 0.323 -0.288
H -3.17169 0.06369 -1.19739 -0.199 0.211 -0.416
H -6.73950 2.67382 -4.56160 -0.019 0.371 -0.136
H -5.37815 2.03600 -5.43387 0.293 -0.342 0.419
H -5.43492 3.73708 -5.26859 -0.062 0.253 0.781
C 6.50669 2.75620 -3.09194 -0.328 0.222 0.382
C 5.10718 2.66630 -2.53550 0.410 -0.301 2.354
O 4.95947 2.63671 -1.30632 -0.010 0.142 -1.765
C 3.93351 2.52455 -3.43176 0.067 0.685 -0.579
H 7.13292 2.79335 -2.20056 0.347 -0.102 -0.390
H 6.63628 3.66071 -3.68621 -0.048 0.103 0.005
H 6.73899 1.92037 -3.75187 0.004 -0.121 0.124
H 3.13912 3.19435 -3.10248 -0.142 -0.337 0.221
H 3.63884 1.47549 -3.40459 -0.226 0.086 -0.202
H 4.20476 2.85321 -4.43501 -0.113 -0.404 -0.175
C -1.25790 2.63642 2.15058 -0.596 0.443 0.417
C -2.18857 3.88199 2.02031 0.379 0.137 0.982
O -1.84672 4.96654 2.45747 -0.163 -1.484 -0.706
C -3.60920 3.72383 1.49336 -0.507 0.726 0.475
H -0.44418 2.76163 2.86492 0.210 0.411 -0.527
H -0.99850 2.36518 1.12723 0.297 -0.022 0.041
H -1.90057 1.86298 2.57114 -0.333 -0.105 -0.274
H -3.63003 3.81786 0.40762 0.200 -0.130 -0.116
H -4.17998 4.53997 1.93633 -0.045 0.123 -0.277
H -4.08222 2.80237 1.83285 0.559 -0.311 -0.107
C -3.45580 -0.98792 4.46964 -1.114 -0.272 1.004
C -2.80182 -0.65510 3.19966 -1.432 1.553 -0.559
O -3.42175 -0.10736 2.29287 0.281 0.051 0.034
C -1.39041 -0.92450 3.10987 2.238 -0.721 -0.147
H -3.40394 -2.06239 4.64551 0.060 -0.080 0.080
H -4.50056 -0.67814 4.49434 0.004 -0.161 -0.323
H -2.99342 -0.49050 5.32221 0.413 -0.070 -0.063
H -0.89447 -0.95348 4.08007 -0.113 -0.140 0.046
H -0.78106 -0.29351 2.46285 -0.382 0.241 -0.117
H -1.30157 -1.91958 2.67396 0.088 -0.334 0.059
C -0.36573 -0.58001 -0.39730 0.513 0.819 -0.145
C 1.02471 -0.24493 0.14679 -1.235 1.193 2.223
O 1.15215 0.28322 1.26284 -0.369 -0.505 -1.596
C 2.16569 -0.60834 -0.67207 0.814 -0.299 -0.575
H -0.42798 -0.44757 -1.47743 0.426 -0.726 -0.147
H -1.13887 0.11350 -0.06654 0.088 -0.283 0.808
H -0.53410 -1.60608 -0.07029 -0.407 0.038 -0.278
H 3.09768 -0.37144 -0.15887 -0.053 -0.034 -0.227
H 2.06145 -0.08772 -1.62401 0.246 0.152 -0.096
H 2.10980 -1.66284 -0.94227 0.078 -0.145 0.056
C -2.23332 -1.35233 -3.89983 -0.133 -0.525 -0.614
C -1.36952 -2.58224 -4.15859 0.830 -0.227 2.097
O -0.17952 -2.53127 -3.87740 -0.738 0.067 -0.607
C -2.00634 -3.92814 -4.48603 0.035 0.683 0.266
H -2.40733 -0.92468 -4.88722 -0.185 0.423 0.058
H -1.73738 -0.63971 -3.24080 0.225 -0.087 -0.326
H -3.20814 -1.57975 -3.46843 -0.016 -0.185 -0.167
H -1.28825 -4.70638 -4.22760 0.042 0.052 -0.566
H -2.35918 -3.93492 -5.51732 0.104 -0.316 -0.021
H -2.86651 -4.08318 -3.83473 -0.208 0.165 -0.080
C -2.84698 -5.40503 0.36253 0.514 0.611 0.116
C -3.46477 -4.00370 0.61821 0.279 -0.253 -0.027
O -3.89880 -3.77084 1.72493 0.007 0.341 -0.621
C -3.32474 -2.88508 -0.49056 -0.404 -1.263 1.915
H -2.03073 -5.36545 -0.35877 -0.263 0.032 -0.404
H -3.54129 -6.20463 0.10431 -0.242 0.352 -0.199
H -2.35843 -5.72785 1.28187 -0.256 0.130 0.230
H -3.83792 -3.18886 -1.40296 0.447 0.041 -0.137
H -2.24073 -2.78242 -0.54037 -0.054 0.090 -0.779
H -3.75164 -1.96706 -0.08672 -0.041 -0.103 -0.053

---

Entry 2:
82
Properties=species:S:1:pos:R:3:forces:R:3 method="wB97M-V/def2-TZVPD" multiplicity=1 lumo_energy_ha=-0.13624 charge=+1
C -2.09847 -2.03192 -3.45795 0.525 -0.369 0.216
C -0.89401 -1.10208 -3.64561 -0.400 -0.080 -0.635
C -1.20898 0.40002 -3.71280 0.394 0.324 0.620
C -2.32572 0.88803 -2.77922 0.277 -0.434 -0.509
C -2.08015 0.54336 -1.30362 -0.574 0.392 0.028
C -1.43867 1.68973 -0.49267 -0.008 -0.391 -0.433
C 0.05766 1.47252 -0.24368 -0.190 0.707 0.113
C 0.42665 0.41389 0.81107 -0.111 -1.801 0.858
C 1.16195 -0.86647 0.29352 0.646 0.301 -0.057
C 2.08417 -0.67397 -0.90640 -0.088 0.142 -0.026
C 3.07906 0.48456 -0.77326 0.242 -0.127 -0.622
C 3.57436 0.98769 -2.15406 0.041 0.103 0.578
C 5.09405 1.05369 -2.26198 -0.456 0.183 -0.776
O 5.60909 2.23404 -1.68131 0.158 -0.326 0.253
C 6.17142 2.09890 -0.39444 0.165 0.289 0.148
C 1.28497 0.89960 1.95513 0.100 0.564 -0.066
N 0.62312 1.17642 3.01974 0.111 -0.552 -0.397
C -0.83274 1.02580 2.73861 -0.942 1.151 -0.476
C -1.84069 1.02490 3.87264 0.466 -0.292 0.043
C -1.64704 2.16391 4.85869 -0.227 -0.058 1.221
O -1.82896 1.99951 6.04443 0.273 0.043 -0.992
N -1.30040 3.44197 4.29151 -0.038 -0.072 0.002
C 0.00120 3.91774 4.77579 0.385 -0.353 0.019
C -2.39468 4.41284 4.49227 -0.289 0.106 -0.186
C -0.76793 -0.07719 1.70053 0.054 -0.004 0.271
H -2.83020 -1.68355 -2.73093 0.102 0.069 -0.291
H -2.58434 -2.26832 -4.40193 -0.228 0.248 -0.003
H -1.73061 -2.98825 -3.07650 -0.075 -0.063 -0.025
H -0.44061 -1.36741 -4.60313 0.214 -0.037 0.072
H -0.12766 -1.32479 -2.90233 -0.108 0.119 0.196
H -0.29492 0.93239 -3.41713 0.066 0.055 -0.171
H -1.40848 0.73048 -4.73164 -0.164 -0.147 -0.066
H -2.42861 1.96473 -2.91939 -0.070 0.075 0.156
H -3.26768 0.45293 -3.11605 -0.047 -0.035 0.096
H -3.05788 0.30949 -0.87649 0.049 -0.025 0.168
H -1.49022 -0.37153 -1.21927 0.069 -0.037 -0.020
H -2.02024 1.85365 0.41240 0.169 0.074 0.167
H -1.52953 2.60998 -1.06962 -0.013 0.068 0.016
H 0.50079 2.43971 0.01302 0.094 -0.027 0.098
H 0.49477 1.20529 -1.20347 0.136 -0.082 0.071
H 1.77907 -1.24058 1.12284 -0.118 -0.113 0.083
H 0.43451 -1.65263 0.11777 -0.183 -0.057 -0.187
H 2.67788 -1.58177 -1.07070 -0.428 0.131 0.019
H 1.47420 -0.53665 -1.80158 0.034 0.043 -0.030
H 2.67336 1.34407 -0.24009 -0.046 -0.043 0.140
H 3.95445 0.12082 -0.22865 -0.066 0.092 0.281
H 3.20548 2.00360 -2.30236 -0.007 0.022 -0.190
H 3.16121 0.38734 -2.96527 0.065 -0.197 0.029
H 5.34602 1.09354 -3.32411 0.136 0.044 0.015
H 5.55547 0.14861 -1.85771 0.097 0.027 0.162
H 6.37841 1.06098 -0.12788 0.000 -0.088 -0.089
H 5.53060 2.53365 0.37988 -0.161 -0.044 -0.040
H 7.11139 2.65058 -0.37306 0.043 -0.016 -0.002
H 2.36530 0.97831 1.92409 0.021 0.075 0.049
H 1.03377 1.45158 3.90290 0.040 0.124 0.008
H -1.05015 1.96056 2.21644 -0.014 0.036 -0.019
H -2.80330 1.22426 3.39271 -0.046 -0.078 -0.055
H -1.92947 0.07321 4.39105 0.086 0.016 0.184
H 0.30730 3.42679 5.70465 -0.158 0.079 0.117
H 0.78835 3.73025 4.03931 -0.021 0.119 -0.104
H -0.01131 4.98587 4.96378 -0.083 0.071 -0.064
H -3.27064 3.92942 4.92086 -0.009 -0.025 0.055
H -2.10648 5.22281 5.15958 0.048 -0.081 0.148
H -2.69816 4.86094 3.54648 0.096 -0.026 -0.079
H -1.70039 -0.30874 1.19613 -0.017 0.357 -0.219
H -0.47279 -0.99743 2.21440 0.080 -0.059 -0.075
Cl 4.10102 -3.65960 -1.02687 0.047 -0.116 0.036
C 3.66165 -4.57416 0.44308 0.058 -0.098 0.045
C 2.50287 -5.51304 0.21688 0.087 -0.095 0.027
Cl 0.96058 -4.66435 -0.05662 -0.034 0.134 -0.023
H 3.45900 -3.85766 1.23552 -0.069 0.012 -0.043
H 4.53682 -5.15885 0.72017 0.016 0.000 -0.021
H 2.36558 -6.13806 1.09726 0.015 0.029 0.024
H 2.67917 -6.15520 -0.64167 -0.008 0.040 -0.038
Cl -5.34591 -3.82946 -3.95182 0.039 0.014 -0.004
C -6.02318 -4.09950 -2.32827 -0.011 -0.069 0.011
C -6.25550 -2.80937 -1.58734 -0.164 -0.004 0.093
Cl -4.72547 -1.99207 -1.14687 -0.198 -0.027 0.138
H -5.34516 -4.75344 -1.78588 0.042 0.029 -0.016
H -6.97310 -4.61442 -2.46032 -0.023 0.037 0.001
H -6.78267 -3.01139 -0.65677 0.036 -0.023 0.015
H -6.84357 -2.11112 -2.17643 0.072 0.028 -0.042